Record 1
The following is a quantum chemistry calculation of an isolated molecule of C19H22ClN3O3S, from the OMol25 dataset.

Geometry as XYZ:
```
49
Properties=species:S:1:pos:R:3:nbo_charge:R:1
O -1.267 2.698 3.119 -0.62
C -1.337 2.312 1.969 0.64
N -1.192 3.128 0.902 -0.60
H -1.261 2.751 -0.030 0.40
C -0.799 4.513 1.035 -0.25
C 0.597 4.741 0.519 -0.07
C 0.897 5.788 -0.346 0.03
N 2.106 6.019 -0.824 -0.41
C 3.087 5.209 -0.467 0.03
C 2.907 4.132 0.390 -0.25
C 1.639 3.897 0.890 -0.17
H 1.452 3.074 1.565 0.22
H 3.737 3.497 0.659 0.22
H 4.057 5.437 -0.887 0.19
H 0.128 6.479 -0.668 0.19
H -1.509 5.156 0.506 0.21
H -0.844 4.740 2.106 0.25
C -1.619 0.883 1.623 -0.07
C -1.064 0.262 0.512 -0.18
C -1.332 -1.065 0.236 -0.35
C -2.163 -1.795 1.073 -0.01
C -2.709 -1.188 2.203 -0.23
C -2.430 0.135 2.475 -0.15
H -2.838 0.615 3.352 0.24
H -3.344 -1.766 2.854 0.24
Cl -2.520 -3.439 0.744 0.06
S -0.521 -1.679 -1.256 2.33
O -1.135 -2.893 -1.706 -0.93
O -0.475 -0.574 -2.168 -0.95
N 1.020 -1.905 -0.653 -0.68
C 1.165 -3.091 0.161 -0.22
C 1.429 -4.391 -0.603 -0.43
C 2.833 -4.441 -1.207 -0.40
C 2.957 -3.796 -2.591 -0.40
H 2.644 -4.515 -3.351 0.21
C 2.139 -2.517 -2.793 -0.43
H 1.107 -2.764 -3.048 0.21
H 2.556 -1.971 -3.641 0.22
C 2.088 -1.584 -1.579 -0.23
H 1.882 -0.567 -1.918 0.23
H 3.031 -1.589 -1.028 0.20
H 4.013 -3.579 -2.769 0.20
H 3.148 -5.483 -1.294 0.22
H 3.525 -3.959 -0.512 0.19
H 1.318 -5.210 0.111 0.22
H 0.668 -4.513 -1.373 0.23
H 0.238 -3.183 0.730 0.21
H 1.979 -2.906 0.872 0.20
H -0.401 0.774 -0.168 0.24
```

Computed properties:
* charge: 0
* orbital gap: 9.70 eV
* LUMO energy: 0.2 eV
* energy above the lowest of the compared OMol25 structures with the same formula, charge and spin: 17.5 kcal per mole
* HOMO: -0.34908 Eh
* SMILES: O=C(NCc1cccnc1)c1ccc(Cl)c(S(=O)(=O)N2CCCCCC2)c1

Record 2
The following is a quantum chemistry calculation of a structure of composition C19H22CsN4OS3, from the OMol25 dataset.

Geometry as XYZ:
```
50
Properties=species:S:1:pos:R:3:mulliken_charge:R:1
Cs 0.990 -0.437 -2.334 1.10
C 0.909 -2.710 1.974 -1.41
C 1.165 -1.737 0.844 1.00
N 0.204 -1.083 0.304 -0.59
N -1.029 -1.268 0.918 -0.27
C -2.068 -1.207 0.159 0.12
S -2.235 -1.161 -1.541 -0.56
S -3.641 -1.233 1.018 -0.20
C -3.146 -1.291 2.758 -0.75
C -2.970 0.031 3.464 0.75
C -2.535 1.177 2.805 -0.18
C -2.342 2.361 3.500 -0.72
C -2.582 2.423 4.867 -0.41
C -3.022 1.289 5.532 -0.46
C -3.213 0.106 4.833 -0.49
C 2.600 -1.476 0.514 -0.13
C 3.359 -0.932 1.551 -0.22
C 4.717 -0.684 1.435 -0.71
C 5.347 -1.012 0.236 -0.28
C 4.636 -1.574 -0.803 -0.80
C 3.241 -1.857 -0.714 0.37
O 2.598 -2.363 -1.702 -1.03
H 0.143 -3.429 1.685 0.41
H 0.520 -2.171 2.842 0.28
H 1.823 -3.234 2.246 0.42
H -2.215 -1.857 2.796 0.12
H -3.920 -1.873 3.262 0.47
H -2.343 1.132 1.742 0.32
H -1.996 3.240 2.971 0.37
H -2.429 3.350 5.406 0.35
H -3.219 1.325 6.597 0.35
H -3.558 -0.779 5.359 0.33
H 2.858 -0.683 2.483 0.34
H 5.271 -0.245 2.255 0.36
H 6.409 -0.825 0.117 0.35
H 5.128 -1.838 -1.732 0.38
C 1.966 1.252 -5.856 -0.95
N 0.566 1.017 -5.562 -0.24
C -0.205 1.910 -4.871 0.31
S 0.340 3.444 -4.499 -0.45
N -1.417 1.436 -4.528 -0.14
C -2.398 2.114 -3.702 -0.78
H 2.295 0.505 -6.576 0.33
H 2.594 1.195 -4.963 0.33
H 2.083 2.243 -6.285 0.30
H 0.276 0.053 -5.537 0.28
H -1.641 0.491 -4.800 0.23
H -1.927 2.982 -3.250 0.29
H -2.738 1.435 -2.918 0.23
H -3.248 2.448 -4.301 0.28
```

Computed properties:
* charge: -1
* orbital gap: 6.01 eV
* LUMO energy: 1.8 eV
* energy above the lowest of the compared OMol25 structures with the same formula, charge and spin: 0.0 kcal per mole
* HOMO: -0.15460 Eh

Record 3
The following is a quantum chemistry calculation of an isolated molecule of C19H22F2N4OS, from the OMol25 dataset.

Geometry as XYZ:
```
49
Properties=species:S:1:pos:R:3:nbo_charge:R:1
O 0.437 -2.517 -4.338 -0.55
F 2.033 6.297 4.585 -0.30
F 0.280 -8.769 -3.909 -0.32
N 0.849 4.651 1.710 -0.48
N -0.279 3.674 3.532 -0.49
S 0.445 4.370 6.138 0.24
C 0.186 -3.265 -3.378 0.55
C -0.026 3.761 2.204 0.55
C 1.502 5.503 2.508 0.03
C 0.623 4.403 4.377 0.02
C 0.804 -6.652 -4.993 -0.30
C 0.568 -6.876 -2.461 -0.29
C 0.685 -5.243 -4.840 -0.12
C 0.724 -5.503 -2.439 -0.15
C 1.403 5.421 3.850 0.25
C 0.557 -7.460 -3.808 0.43
C 0.568 -4.663 -3.566 -0.18
N -0.517 2.835 1.284 -0.42
N -0.230 0.361 -0.176 -0.49
C -0.536 5.817 6.455 -0.74
C -0.850 -2.891 -2.414 -0.51
C -0.443 3.001 -0.212 -0.22
C -1.204 1.657 1.823 -0.22
C 0.188 1.729 -0.787 -0.22
C -0.569 0.279 1.294 -0.20
C 0.025 -0.850 -0.982 -0.20
C -0.961 -1.321 -2.111 -0.41
H 2.159 6.143 2.001 0.21
H 1.005 -7.179 -5.925 0.24
H 0.400 -7.543 -1.621 0.24
H 0.675 -4.663 -5.692 0.23
H 0.671 -5.071 -1.479 0.21
H -0.739 5.814 7.511 0.23
H 0.024 6.661 6.293 0.21
H -1.465 5.713 5.819 0.23
H -0.762 -3.357 -1.417 0.21
H -1.795 -3.189 -2.774 0.25
H -1.441 3.122 -0.560 0.19
H -0.067 3.992 -0.494 0.25
H -2.210 1.745 1.474 0.18
H -1.362 1.520 2.854 0.24
H 1.240 1.632 -0.606 0.19
H 0.037 1.754 -1.853 0.20
H -1.328 -0.474 1.504 0.20
H 0.402 0.038 1.869 0.17
H 1.019 -0.910 -1.319 0.18
H 0.009 -1.636 -0.174 0.18
H -0.824 -0.807 -3.097 0.23
H -1.910 -1.055 -1.660 0.21
```

Computed properties:
* charge: 0
* orbital gap: 7.95 eV
* LUMO energy: 0.1 eV
* energy above the lowest of the compared OMol25 structures with the same formula, charge and spin: 32.8 kcal per mole
* HOMO: -0.28879 Eh
* SMILES: CSc1nc(N2CCN(CCCC(=O)c3ccc(F)cc3)CC2)ncc1F

Record 4
The following is a quantum chemistry calculation of a structure of composition C19H22F3N3O4S3, from the OMol25 dataset.

Geometry as XYZ:
```
54
Properties=species:S:1:pos:R:3:nbo_charge:R:1
C -2.555 -0.864 1.717 -0.42
N -1.380 -0.177 1.233 -0.36
C -1.455 0.649 0.083 -0.23
C -0.044 1.158 -0.094 -0.22
N 0.643 0.679 1.110 -0.36
C 2.086 0.904 1.299 -0.43
C -0.191 -0.101 1.788 0.59
C -0.096 -0.739 3.225 -0.58
H -2.283 -1.806 2.197 0.24
H -3.067 -0.264 2.473 0.22
H -3.229 -1.041 0.869 0.23
H -1.834 0.129 -0.795 0.22
H -2.123 1.498 0.198 0.21
H 0.428 0.754 -0.993 0.22
H -0.009 2.253 -0.143 0.22
H 2.708 0.181 0.729 0.22
H 2.260 1.914 0.913 0.22
H 2.383 0.837 2.361 0.27
H 0.261 0.092 3.837 0.28
H -1.124 -1.082 3.523 0.27
F -1.029 -4.267 2.559 -0.34
C -0.039 -3.877 3.453 0.91
F -0.507 -3.732 4.732 -0.29
F 0.877 -4.895 3.489 -0.30
S 0.728 -2.257 2.774 0.21
N 2.399 -3.008 5.993 -1.27
S 1.745 -2.476 7.324 2.33
C 2.368 -3.877 8.187 -0.21
C 1.415 -4.655 8.836 -0.25
C 1.854 -5.830 9.433 -0.21
C 3.217 -6.203 9.361 -0.23
C 4.126 -5.404 8.667 -0.21
C 3.706 -4.213 8.072 -0.23
O 2.378 -1.409 8.045 -0.95
O 0.310 -2.491 7.218 -0.97
S 3.309 -2.068 5.071 2.31
C 3.604 -3.170 3.666 -0.31
C 4.465 -4.286 3.839 -0.15
C 4.665 -5.157 2.759 -0.23
C 4.251 -4.797 1.457 -0.21
C 3.609 -3.575 1.260 -0.24
C 3.357 -2.731 2.355 -0.20
O 2.703 -0.861 4.527 -1.01
O 4.594 -1.993 5.739 -0.97
H 0.376 -4.337 8.843 0.24
H 1.116 -6.450 9.947 0.21
H 3.512 -7.173 9.800 0.21
H 5.165 -5.723 8.578 0.21
H 4.431 -3.586 7.544 0.25
H 4.941 -4.468 4.812 0.25
H 5.194 -6.103 2.920 0.22
H 4.540 -5.406 0.589 0.22
H 3.317 -3.188 0.276 0.20
H 2.915 -1.744 2.140 0.21
```

Computed properties:
* charge: 0
* orbital gap: 6.96 eV
* LUMO energy: -0.6 eV
* energy above the lowest of the compared OMol25 structures with the same formula, charge and spin: 40.0 kcal per mole
* HOMO: -0.27907 Eh

Record 5
The following is a quantum chemistry calculation of an isolated molecule of C19H22FN3O3S2, from the OMol25 dataset.

Geometry as XYZ:
```
50
Properties=species:S:1:pos:R:3:nbo_charge:R:1
C -3.304 1.775 3.070 -0.25
H -2.952 2.770 3.360 0.18
O -3.039 1.507 1.714 -0.52
C -1.744 1.499 1.286 0.39
C -0.648 1.727 2.112 -0.33
C 0.634 1.691 1.599 -0.16
C 0.858 1.429 0.250 -0.14
C -0.247 1.204 -0.573 -0.09
C -1.535 1.238 -0.080 -0.11
C -2.697 0.976 -1.001 -0.25
N -2.691 -0.411 -1.452 -0.44
C -3.638 -0.686 -2.511 -0.23
C -5.108 -0.683 -2.089 -0.55
H -5.753 -0.907 -2.936 0.23
H -5.401 0.274 -1.656 0.21
S -5.423 -1.984 -0.853 0.17
C -4.122 -1.473 0.317 -0.55
C -2.769 -1.391 -0.388 -0.24
H -2.539 -2.367 -0.827 0.20
H -1.994 -1.155 0.347 0.21
H -4.406 -0.514 0.751 0.22
H -4.105 -2.231 1.098 0.23
H -3.492 0.057 -3.302 0.20
H -3.394 -1.673 -2.919 0.20
H -3.627 1.267 -0.494 0.19
H -2.587 1.597 -1.896 0.21
H -0.083 0.995 -1.618 0.23
C 2.210 1.397 -0.265 0.03
N 2.431 1.177 -1.500 -0.23
N 3.678 1.157 -1.989 -0.68
S 5.124 0.993 -1.127 2.29
O 6.111 0.800 -2.145 -0.93
O 5.274 2.062 -0.189 -0.92
C 4.876 -0.541 -0.229 -0.35
C 4.768 -1.714 -0.952 -0.16
C 4.539 -2.904 -0.284 -0.27
C 4.425 -2.876 1.097 0.42
C 4.543 -1.706 1.829 -0.28
C 4.771 -0.523 1.147 -0.17
H 4.882 0.415 1.668 0.25
H 4.457 -1.734 2.903 0.24
F 4.198 -4.028 1.750 -0.31
H 4.449 -3.841 -0.811 0.24
H 4.878 -1.686 -2.024 0.24
H 3.735 0.876 -2.955 0.41
H 3.012 1.581 0.449 0.18
H 1.472 1.873 2.256 0.21
H -0.785 1.932 3.162 0.22
H -4.388 1.735 3.171 0.20
H -2.854 1.022 3.725 0.18
```

Computed properties:
* charge: 0
* orbital gap: 8.40 eV
* LUMO energy: 0.4 eV
* energy above the lowest of the compared OMol25 structures with the same formula, charge and spin: 32.6 kcal per mole
* HOMO: -0.29585 Eh
* SMILES: COc1ccc(/C=N/NS(=O)(=O)c2ccc(F)cc2)cc1CN1CCSCC1

Molecular weight (computed, g mol⁻¹): 407.92; 551.52; 392.48; 509.60; 423.53